1.
Molecular formula: C26H32O10
Method: DFT, the ωB97M-V functional and the def2-TZVPD basis

```
68
Properties=species:S:1:pos:R:3:forces:R:3:mulliken_charge:R:1
C 10.773 30.080 56.173 -4.3 3.8 4.2 -0.619
O 12.084 30.596 56.314 1.4 0.7 3.4 -0.580
H 10.249 29.621 57.130 1.3 1.7 -1.0 -0.121
H 10.935 29.243 55.750 0.4 -5.9 -4.3 0.893
H 9.843 30.730 55.680 3.1 -1.1 1.0 0.057
H 12.557 30.328 57.243 -2.1 0.9 -3.3 0.218
C 12.616 29.221 60.609 4.1 2.7 -2.1 -0.255
O 12.333 30.455 59.927 -0.1 0.9 0.6 -0.484
H 13.672 28.919 60.359 -0.7 0.3 -0.3 0.203
H 12.038 28.553 60.151 -2.7 -3.2 -0.8 -0.187
H 12.737 29.291 61.621 -1.0 0.1 2.8 0.510
H 12.008 31.157 60.529 0.4 -0.9 -0.4 0.271
C 9.540 26.603 59.077 -4.3 3.0 -11.0 -1.357
C 9.913 25.929 57.827 2.3 0.3 3.4 -0.433
C 9.504 26.364 56.633 -0.4 0.9 -1.5 0.478
C 8.588 27.418 56.584 -0.4 3.3 -0.2 -0.387
C 8.160 28.081 57.772 4.9 -7.3 0.4 -0.665
C 8.519 27.523 59.052 -0.8 1.0 -0.4 0.330
O 7.802 27.868 60.235 4.0 -7.2 -1.0 -0.567
O 10.101 25.892 55.495 -7.7 5.8 -2.7 -0.525
H 9.856 26.167 59.790 4.0 -5.0 9.9 1.235
H 10.844 25.254 57.835 -1.8 0.7 0.3 0.272
H 8.396 28.043 55.630 0.2 -1.7 1.3 0.252
H 7.463 28.725 57.784 -4.8 5.0 -0.4 0.924
H 7.502 28.678 60.208 -2.6 6.8 -0.6 0.213
H 10.738 25.391 55.723 7.2 -5.8 2.4 0.270
C 10.878 33.254 52.108 -1.7 -0.6 5.4 -0.467
C 11.541 32.732 53.266 2.8 -0.5 -5.0 -0.272
C 12.897 32.210 53.107 -3.6 0.3 4.5 0.535
C 13.566 32.300 51.952 1.0 -0.1 -3.7 -0.472
C 12.854 32.838 50.803 0.3 -0.4 0.5 -0.381
C 11.497 33.374 50.954 4.9 0.7 -4.5 0.436
O 10.931 34.188 49.963 0.1 0.3 -1.5 -0.569
O 13.476 31.615 54.213 -1.5 -0.9 1.6 -0.590
H 9.840 33.570 52.345 0.8 0.1 -0.9 0.339
H 10.966 32.555 54.087 -1.1 -0.3 2.5 0.278
H 14.626 31.828 51.900 -2.1 1.0 -0.2 0.287
H 13.393 32.734 49.793 -1.1 0.7 1.6 0.221
H 11.451 34.508 49.141 -0.6 -1.5 2.6 0.328
H 12.790 31.270 55.009 2.0 1.3 -2.6 0.457
C 6.782 31.791 57.269 2.3 1.3 0.9 -0.487
C 7.810 32.586 56.673 -1.0 1.0 0.9 -0.579
C 9.038 32.980 57.369 -7.6 -7.2 2.1 0.290
C 9.194 32.364 58.597 -0.2 0.8 -1.1 -0.175
C 8.289 31.490 59.191 -0.8 1.0 1.2 -0.659
C 7.062 31.257 58.595 1.0 1.6 -4.6 0.516
O 6.172 30.406 59.018 5.1 -2.2 6.7 -0.477
O 9.831 33.760 56.863 5.5 5.1 -3.3 -0.509
H 5.747 31.724 56.835 1.3 -0.1 0.3 0.286
H 7.516 33.205 55.818 0.3 -0.5 -0.1 0.398
H 10.021 32.849 59.034 1.1 -0.4 1.7 0.378
H 8.374 31.374 60.279 0.2 -0.7 -0.5 0.355
H 5.424 30.399 58.602 -6.7 0.2 -4.0 0.260
H 10.730 33.737 57.245 -0.6 0.0 -0.2 0.360
C 15.684 25.114 57.190 -1.6 3.5 -0.9 -0.649
C 15.145 26.333 56.586 0.1 -3.4 2.8 -0.731
C 13.995 26.922 57.009 0.8 -1.5 1.6 0.256
C 13.267 26.340 58.098 4.7 -3.4 -2.3 -1.045
C 13.718 25.079 58.612 3.7 3.7 -3.9 -0.869
C 15.054 24.532 58.207 -5.1 -0.4 1.0 0.367
O 15.414 23.280 58.645 -9.0 2.4 4.6 -0.438
O 13.685 28.148 56.575 -4.5 -0.7 5.3 -0.206
H 16.638 24.775 56.988 1.9 -0.5 -1.1 0.359
H 15.813 26.884 56.074 2.0 1.7 -2.4 0.411
H 12.421 26.843 58.249 -3.5 1.4 1.6 1.349
H 13.176 24.719 59.353 -2.2 -2.2 3.3 0.701
H 16.165 23.162 58.301 9.5 -2.2 -4.1 0.225
H 14.130 28.359 55.860 3.4 1.7 -5.6 0.237
```
Positions in Å, forces in eV/Å.

Structure (SMILES) = Oc1ccc(O)cc1.Oc1ccc(O)cc1.Oc1ccc(O)cc1.Oc1ccc(O)cc1.CO.CO
Spin multiplicity = 1
Charge = 0
LUMO level = 0.014 Eh

---

2.
Molecular formula: C26H33BaClN6O9PS4
Method: DFT, the ωB97M-V functional and the def2-TZVPD basis

```
81
Properties=species:S:1:pos:R:3:forces:R:3:mulliken_charge:R:1
Ba -0.370 0.013 -0.230 0.6 -0.4 -2.0 1.001
C -2.796 3.741 6.500 0.9 -1.6 -0.1 -1.238
C -2.773 3.059 5.099 1.2 -0.6 0.3 1.083
C -3.612 3.368 4.036 0.5 0.9 -0.6 -0.871
C -3.407 2.743 2.784 -0.6 -0.5 1.1 -0.965
C -2.703 1.523 2.738 -0.7 0.1 0.5 0.539
C -1.899 1.152 3.822 0.2 -0.3 -0.7 -0.391
C -1.774 2.053 4.872 -1.3 0.9 0.7 -0.705
S -3.161 0.558 1.256 -1.1 -0.6 1.0 1.014
O -4.628 0.603 1.293 1.0 0.2 -0.6 -0.677
O -2.530 1.402 0.248 -0.1 -0.6 -0.3 -0.570
N -2.549 -0.941 1.220 -0.3 1.3 0.1 -0.117
C -3.113 -1.978 1.992 -1.0 1.7 1.0 0.295
C -4.192 -1.639 2.911 1.3 -0.1 -0.3 -0.136
C -4.661 -2.600 3.768 -0.5 -0.8 -0.3 -0.683
C -4.077 -3.885 3.729 0.5 -0.7 -1.3 -0.422
C -3.129 -4.152 2.726 -0.6 2.9 0.4 -0.534
N -2.629 -3.199 1.886 -0.4 -0.6 0.3 -0.455
H -1.711 3.913 6.754 -1.1 0.3 0.0 0.290
H -3.145 2.974 7.265 0.2 1.0 -0.9 0.247
H -3.400 4.653 6.600 0.3 -0.3 -0.3 0.347
H -4.290 4.240 4.161 0.4 -0.7 -0.4 0.240
H -3.919 3.087 1.893 -0.1 -0.1 0.1 0.448
H -1.344 0.195 3.839 -0.2 0.8 -0.2 0.539
H -0.939 2.022 5.563 -0.2 -0.6 0.2 0.349
H -4.453 -0.578 2.876 -0.7 -0.9 0.5 0.367
H -5.594 -2.498 4.344 0.7 0.4 0.1 0.329
H -4.415 -4.729 4.335 0.0 0.4 0.0 0.336
H -2.687 -5.083 2.550 0.4 -1.5 0.1 0.462
C 3.473 -4.312 -4.876 -0.5 -0.6 -2.0 -1.195
C 2.884 -3.314 -3.967 -0.6 0.8 2.2 -0.036
O 2.865 -3.947 -2.630 0.0 0.9 -0.5 -0.425
P 2.592 -3.047 -1.279 0.2 -1.1 0.7 0.838
S 0.715 -3.312 -0.644 0.7 0.3 -0.4 -0.341
S 3.392 -1.257 -1.425 -0.1 0.7 -0.1 -0.591
O 3.639 -3.918 -0.347 -0.1 0.3 0.9 -0.441
C 4.066 -3.523 1.026 -1.0 -0.5 -1.2 -0.210
C 3.388 -4.412 2.097 1.1 -0.3 -0.7 -0.913
H 3.937 -3.825 -5.776 -0.2 -0.5 0.9 0.316
H 2.686 -4.996 -5.262 0.5 0.2 0.2 0.267
H 4.184 -4.896 -4.312 0.4 -0.1 -0.1 0.323
H 1.862 -2.979 -4.174 0.1 -0.3 -0.3 0.280
H 3.484 -2.404 -3.929 0.1 -0.1 0.2 0.225
H 3.883 -2.450 1.208 -0.3 -0.4 -0.2 0.153
H 5.140 -3.645 0.986 0.3 -0.2 0.2 0.276
H 2.311 -4.374 1.942 0.0 0.1 0.3 0.186
H 3.724 -4.024 3.059 -0.5 0.2 0.2 0.343
H 3.737 -5.482 2.103 -0.3 0.9 -0.5 0.282
S 0.249 3.343 -0.087 0.9 -0.4 0.1 -0.293
C 1.803 3.636 -0.744 -3.3 1.0 -0.5 0.261
N 1.686 4.342 -1.930 1.2 0.2 0.1 0.006
C 2.707 5.023 -2.474 1.4 1.2 -0.2 -0.208
C 3.991 4.901 -1.955 -0.6 -0.1 0.9 -0.613
C 4.148 4.113 -0.748 -0.1 0.3 -0.9 -0.126
C 3.062 3.518 -0.161 0.8 0.1 -0.7 -0.593
H 0.738 4.514 -2.249 0.0 -0.3 0.1 0.247
H 2.453 5.812 -3.225 0.3 -1.2 0.4 0.300
H 4.845 5.499 -2.299 -0.6 -0.4 -0.1 0.335
H 5.145 4.029 -0.303 -0.4 0.0 -0.1 0.364
H 3.073 2.997 0.761 0.3 -0.5 0.8 0.478
O 0.874 -0.352 4.072 0.8 0.3 -0.9 -0.700
Cl 1.390 0.006 2.752 1.7 -1.3 1.4 1.860
O 0.760 -0.865 1.780 0.7 -1.0 0.8 -0.556
O 1.069 1.324 2.406 -1.5 2.7 -0.4 -0.612
O 2.843 -0.048 2.674 -0.8 -1.2 0.5 -0.709
C -3.230 0.189 -4.740 -0.8 0.5 0.3 -1.212
N -1.886 0.604 -4.464 -0.9 0.1 -1.1 0.238
C -1.186 1.341 -5.414 0.6 0.2 -0.6 -0.663
C 0.209 1.295 -5.395 1.6 -1.5 1.5 -0.752
C 0.853 0.587 -4.312 -4.3 1.5 -1.8 0.476
N 0.085 0.204 -3.240 -0.5 -0.2 0.7 -0.236
C -1.275 0.168 -3.328 1.4 1.1 0.6 0.546
O -2.000 -0.134 -2.358 0.1 -0.8 0.3 -0.847
N 2.129 0.238 -4.291 2.3 -0.1 -0.8 -0.236
H -3.304 -0.429 -5.618 0.3 -0.3 -0.7 0.398
H -3.988 0.997 -4.876 0.7 0.0 0.2 0.288
H -3.558 -0.401 -3.905 -0.2 -0.2 0.4 0.317
H -1.722 1.966 -6.112 -0.3 -0.1 0.0 0.399
H 0.804 1.573 -6.258 0.0 0.3 0.0 0.291
H 2.661 0.223 -5.162 -0.3 0.1 0.9 0.167
H 2.511 -0.110 -3.428 0.2 -0.4 0.1 -0.075
```
Positions in Å, forces in eV/Å.

⟨S²⟩ = 0.76
Spin multiplicity = 2
Charge = -2
LUMO level (alpha / beta) = 0.136 / 0.136 Eh

---

3.
Molecular formula: C26H33ClN3O5PZn
Method: DFT, the ωB97M-V functional and the def2-TZVPD basis

```
70
Properties=species:S:1:pos:R:3:forces:R:3:mulliken_charge:R:1
Zn 0.028 0.667 -0.308 0.0 -0.2 0.1 1.533
C 1.234 0.796 2.713 0.1 0.0 0.0 -1.526
N 1.669 0.834 1.316 -0.1 0.0 0.1 1.021
C 2.293 2.140 1.044 0.0 0.0 0.0 -1.264
C 2.535 -0.251 0.919 0.0 0.0 -0.1 0.137
C 3.254 -1.003 1.829 0.0 0.0 0.0 -0.022
C 4.015 -2.089 1.407 0.0 0.0 0.0 -0.951
C 4.023 -2.418 0.064 0.0 -0.1 0.0 -0.990
C 3.309 -1.670 -0.861 0.0 0.0 -0.1 -1.359
C 2.566 -0.548 -0.472 0.0 -0.1 0.1 0.537
N 1.759 0.245 -1.250 -0.1 0.1 0.0 1.180
C 1.710 0.327 -2.615 0.0 0.0 -0.1 0.140
C 2.658 -0.147 -3.537 0.0 0.0 0.1 -1.238
C 2.475 0.003 -4.903 0.0 0.0 0.0 -0.828
C 1.355 0.636 -5.413 0.0 0.0 0.0 -1.027
C 0.432 1.171 -4.521 0.0 0.0 0.0 -0.475
C 0.604 1.035 -3.158 0.1 0.0 -0.1 0.621
N -0.297 1.670 -2.215 -0.2 0.0 0.0 1.242
C 0.138 3.053 -1.949 0.0 0.0 0.0 -1.081
C -1.714 1.646 -2.593 0.0 0.0 -0.1 -1.087
H 2.068 0.959 3.405 0.0 0.0 0.0 0.411
H 0.749 -0.151 2.934 0.0 0.0 0.0 0.459
H 0.512 1.596 2.870 0.0 0.0 0.0 0.326
H 3.145 2.305 1.714 0.0 0.0 0.0 0.338
H 1.557 2.931 1.206 0.0 0.0 0.0 0.247
H 2.639 2.167 0.014 0.0 0.0 0.0 0.324
H 3.217 -0.756 2.881 0.0 0.0 0.0 0.359
H 4.578 -2.670 2.126 0.0 0.0 0.0 0.395
H 4.581 -3.280 -0.280 0.0 0.0 0.0 0.367
H 3.285 -2.005 -1.887 0.0 0.0 0.0 0.439
H 3.569 -0.604 -3.184 0.0 0.0 0.0 0.668
H 3.232 -0.383 -5.575 0.0 0.0 0.0 0.411
H 1.209 0.739 -6.480 0.0 0.0 0.0 0.428
H -0.429 1.708 -4.900 0.0 0.0 0.0 0.357
H 0.048 3.671 -2.849 0.0 0.0 0.0 0.381
H 1.180 3.046 -1.633 0.0 0.0 0.0 0.288
H -0.479 3.476 -1.154 0.0 0.0 0.0 0.143
H -1.935 2.328 -3.422 0.0 0.0 0.0 0.446
H -2.306 1.952 -1.729 0.0 0.0 0.0 0.135
H -1.988 0.634 -2.885 0.0 0.0 0.0 0.315
Cl -4.807 4.642 5.551 0.0 0.0 0.0 -0.219
C -3.926 3.630 4.446 0.0 0.0 0.0 0.504
C -3.405 4.187 3.290 0.0 0.0 0.0 -0.868
C -2.702 3.376 2.414 0.0 0.0 0.0 -0.234
C -2.523 2.026 2.691 0.1 -0.1 0.0 0.316
C -3.056 1.487 3.857 0.1 0.0 -0.1 -0.391
C -3.762 2.285 4.742 0.0 0.0 0.0 -0.810
C -1.744 1.144 1.750 -0.3 -0.2 -0.2 -0.162
O -1.588 -0.053 2.000 0.0 0.1 0.1 -0.570
O -1.308 1.723 0.683 0.2 0.2 0.1 -0.702
H -3.552 5.238 3.086 0.0 0.0 0.0 0.417
H -2.284 3.785 1.505 0.0 0.0 0.0 0.455
H -2.905 0.434 4.055 0.0 0.0 0.0 0.454
H -4.181 1.878 5.651 0.0 0.0 0.0 0.416
C -3.488 -1.401 -0.294 0.1 -0.1 0.0 -0.325
O -2.320 -2.237 -0.320 0.0 0.1 -0.1 -0.391
P -0.936 -1.594 -0.842 0.0 0.0 -0.1 0.333
O 0.044 -2.815 -0.516 0.0 0.0 0.1 -0.303
C 0.350 -3.083 0.863 0.1 0.0 0.0 -0.596
O -0.997 -1.680 -2.439 0.0 0.0 0.1 -0.270
C -1.126 -2.929 -3.137 0.0 0.0 0.0 -0.809
H -4.247 -1.949 0.259 0.0 0.0 0.0 0.255
H -3.841 -1.216 -1.310 0.0 0.0 0.0 0.270
H -3.270 -0.467 0.220 0.0 0.1 0.0 -0.037
H 1.203 -3.755 0.867 0.0 0.0 0.0 0.255
H -0.507 -3.543 1.354 0.0 0.0 0.0 0.296
H 0.622 -2.162 1.382 0.0 0.0 0.0 0.105
H -1.375 -2.679 -4.165 0.0 0.0 0.0 0.244
H -1.917 -3.536 -2.697 0.0 0.0 0.0 0.302
H -0.181 -3.467 -3.102 0.0 0.0 0.0 0.265
```
Positions in Å, forces in eV/Å.

Spin multiplicity = 1
Charge = 0
LUMO level = 0.017 Eh

---

- The highest spin multiplicity belongs to which entry?
  C26H33BaClN6O9PS4